{
  "formula": "C4H11N2O",
  "method": "ωB97M-V/def2-TZVPD",
  "de_lowest_kcal_mol": 35.62,
  "homo_energy_ev": -14.5,
  "smiles": "CC[NH2+]CC(N)=O",
  "charge": 1,
  "orbital_gap_ha": 0.4132,
  "elements": ["C", "C", "N", "C", "C", "N", "O", "H", "H", "H", "H", "H", "H", "H", "H", "H", "H", "H"],
  "xyz": [[1.531933, -1.411742, -1.628356], [1.127053, -0.264583, -0.705101], [-0.360435, -0.065379, -0.795972], [-1.005726, -0.235599, 0.624881], [-0.639109, 1.049827, 1.426500], [-1.546529, 1.490524, 2.386393], [0.334125, 1.681743, 1.115514], [2.598029, -1.435810, -1.689393], [1.229909, -1.344940, -2.675629], [1.300882, -2.441929, -1.314828], [1.390531, -0.371647, 0.333486], [1.708223, 0.596705, -1.061870], [-0.516208, 0.890486, -1.122197], [-0.857807, -0.651615, -1.474848], [-0.618134, -1.193013, 0.958215], [-2.088640, -0.273694, 0.650370], [-2.528819, 1.658549, 2.232757], [-1.059270, 2.322119, 2.740084]],
  "forces_ev_per_a": [[0.15, -1.11, 0.23], [0.91, -0.88, -1.71], [-1.27, 0.99, 1.52], [0.40, 0.88, -0.56], [-1.65, -0.34, -0.57], [2.14, 0.46, -0.19], [0.69, 0.00, 0.19], [0.88, 0.19, 0.07], [-0.38, 0.51, 0.15], [-0.41, 0.47, 0.28], [0.02, -0.37, 0.17], [-0.90, 0.19, 0.19], [-0.13, 0.09, 0.23], [0.56, -0.28, 0.20], [0.10, 0.16, 0.50], [-0.21, -0.25, -0.81], [-0.09, -0.56, -0.23], [-0.80, -0.17, 0.34]],
  "mulliken_charge": [-1.3732, -0.2324, -0.2085, -0.7731, 0.6673, -0.4755, -0.5090, 0.4082, 0.3894, 0.3584, 0.3251, 0.3438, 0.3522, 0.4097, 0.3802, 0.3534, 0.2716, 0.3125]
}



{
  "formula": "C4H11N2O",
  "method": "ωB97M-V/def2-TZVPD",
  "de_lowest_kcal_mol": 42.78,
  "homo_energy_ev": -14.2,
  "smiles": "[NH3+]CCNCC=O",
  "charge": 1,
  "orbital_gap_ha": 0.4039,
  "elements": ["N", "C", "C", "N", "C", "C", "O", "H", "H", "H", "H", "H", "H", "H", "H", "H", "H", "H"],
  "xyz": [[1.392347, 1.002075, -0.563810], [0.491136, 1.314377, 0.604778], [0.077594, 0.016561, 1.288343], [0.190213, -1.086925, 0.401558], [-1.055196, -1.437719, -0.311537], [-1.365665, -0.413605, -1.380665], [-0.495776, 0.053043, -2.057720], [1.711451, 1.837311, -1.059430], [2.283746, 0.684593, -0.178105], [1.005067, 0.169246, -1.057759], [-0.337584, 1.901427, 0.223925], [1.003616, 1.963523, 1.284840], [0.759365, -0.140308, 2.122594], [-0.878825, 0.080289, 1.780615], [0.447011, -1.925663, 0.916060], [-1.912727, -1.502942, 0.364006], [-0.899269, -2.388761, -0.819581], [-2.416510, -0.126527, -1.558106]],
  "forces_ev_per_a": [[1.56, 0.18, 1.81], [-0.52, 0.45, -0.71], [0.80, 0.33, 0.98], [-0.58, -1.85, -0.79], [0.09, 0.66, 0.39], [-0.67, -0.64, 0.06], [0.54, 0.52, -0.55], [-0.93, -0.20, -0.64], [-0.01, -0.38, 0.18], [-0.15, 0.64, -0.66], [-0.20, -0.14, -0.24], [0.46, 0.29, 0.33], [0.25, -0.11, -0.04], [-0.71, 0.41, -0.05], [0.25, 0.28, -0.14], [-0.03, -0.20, 0.04], [-0.16, -0.10, -0.01], [0.01, -0.14, 0.05]],
  "mulliken_charge": [-0.2450, -0.7191, -0.5445, -0.4822, -0.5848, 0.0322, -0.5171, 0.3387, 0.3578, 0.3285, 0.3438, 0.4410, 0.4632, 0.3362, 0.2754, 0.3766, 0.3952, 0.4041]
}



{
  "formula": "C4H11N2O",
  "method": "ωB97M-V/def2-TZVPD",
  "de_lowest_kcal_mol": 29.86,
  "homo_energy_ev": -14.8,
  "smiles": "CC[NH2+]CC(N)=O",
  "charge": 1,
  "orbital_gap_ha": 0.4272,
  "elements": ["C", "C", "N", "C", "C", "N", "O", "H", "H", "H", "H", "H", "H", "H", "H", "H", "H", "H"],
  "xyz": [[-1.282932, -2.520340, 0.770905], [-1.800746, -1.055899, 0.658775], [-0.903003, 0.036419, 0.224297], [0.430438, -0.301751, -0.334869], [1.164797, 1.061305, -0.377256], [1.583137, 1.538305, -1.592933], [1.166003, 1.692081, 0.646233], [-0.788155, -2.938290, -0.102355], [-2.107413, -3.047813, 1.232685], [-0.518190, -2.515422, 1.569440], [-2.679486, -1.002916, 0.021191], [-2.130247, -0.879110, 1.675436], [-1.334338, 0.772078, -0.341218], [-0.649801, 0.609084, 1.051149], [0.391327, -0.866715, -1.264451], [0.998004, -0.965655, 0.325126], [1.975727, 0.899142, -2.270094], [2.108559, 2.402333, -1.589513]],
  "forces_ev_per_a": [[1.38, 1.76, 0.83], [-1.32, -1.67, -0.02], [1.33, 0.80, 1.20], [1.18, -0.26, -0.65], [-0.01, -0.10, -1.16], [0.43, -0.53, 0.37], [-0.16, 0.43, 0.56], [-0.67, -0.24, -0.17], [-0.17, -0.54, -0.60], [-0.14, -0.10, -0.29], [0.01, -0.10, -0.08], [-0.09, 0.73, 0.03], [-0.40, -0.58, -0.44], [0.13, -0.26, -0.03], [-0.51, 0.44, -0.24], [-0.43, 0.31, 0.37], [-0.42, -0.24, -0.04], [-0.14, 0.15, 0.36]],
  "mulliken_charge": [-1.1446, -0.4637, -0.1378, -0.5664, 0.2987, -0.4065, -0.5414, 0.3485, 0.3600, 0.3684, 0.3454, 0.3319, 0.3744, 0.4595, 0.4479, 0.3822, 0.2559, 0.2874]
}



{
  "formula": "C4H11N2O2",
  "method": "ωB97M-V/def2-TZVPD",
  "de_lowest_kcal_mol": 25.90,
  "homo_energy_ev": -13.8,
  "charge": 1,
  "orbital_gap_ha": 0.3867,
  "elements": ["C", "C", "C", "N", "C", "N", "H", "H", "H", "H", "H", "H", "H", "H", "H", "O", "H", "H", "O"],
  "xyz": [[-0.544168, 1.182815, 1.713005], [-0.794716, 0.982234, 0.294512], [-1.895300, 0.513710, -0.376022], [-1.489932, 0.355885, -1.778456], [-0.165279, 0.611440, -1.897350], [0.197585, 1.091774, -0.653960], [-0.471339, 0.215552, 2.242123], [-1.322237, 1.769918, 2.219329], [0.354072, 1.733811, 2.094498], [-2.887484, 0.151222, -0.209557], [-2.057489, 0.242698, -2.586715], [0.399701, 0.610149, -2.845547], [1.110589, 1.397900, -0.549480], [2.426989, -1.270949, -1.212328], [3.290232, -1.656753, 0.027742], [2.559194, -1.140638, -0.287838], [1.252206, -2.294517, 1.168407], [-0.256443, -2.519202, 1.558079], [0.293820, -1.977051, 1.079558]],
  "forces_ev_per_a": [[0.35, 0.56, 2.87], [-0.34, -0.52, -1.43], [1.05, -0.08, -3.14], [2.16, 0.42, 2.46], [-2.07, 1.43, 2.07], [-1.18, -1.80, -2.99], [-0.17, 0.26, -0.45], [-0.26, -0.38, -0.43], [-0.30, -0.44, -1.34], [-0.18, 0.30, 0.83], [-0.73, -0.52, -0.29], [-0.27, 0.11, 0.95], [2.00, 0.55, 0.99], [0.26, -0.58, -0.86], [0.70, -0.36, -0.27], [-0.64, 0.97, 1.05], [-2.36, 0.66, -0.19], [-1.71, -2.22, 1.84], [3.71, 1.62, -1.65]],
  "mulliken_charge": [-1.2528, 0.4808, -0.2953, -0.0692, -0.1348, 0.0584, 0.2588, 0.3499, 0.3640, 0.4267, 0.2209, 0.3893, 0.1818, 0.3093, 0.3061, -0.6158, 0.3103, 0.2718, -0.5601]
}



{
  "formula": "C4H11N2O2",
  "method": "ωB97M-V/def2-TZVPD",
  "de_lowest_kcal_mol": 42.98,
  "homo_energy_ev": [-19.7, -19.7],
  "charge": 2,
  "orbital_gap_ha": [0.3886, 0.1943],
  "multiplicity": 2,
  "elements": ["N", "C", "C", "C", "O", "C", "N", "O", "H", "H", "H", "H", "H", "H", "H", "H", "H", "H", "H"],
  "xyz": [[-1.652853, -0.047602, -0.242066], [-0.300297, -0.081855, 0.434307], [0.741115, 0.547813, -0.553884], [0.399852, 2.056048, -0.714093], [0.435294, 0.010520, -1.837845], [-0.069267, -1.519123, 0.891169], [1.001208, -1.811129, 1.747782], [-0.792853, -2.453158, 0.611822], [-1.465553, 0.145053, -1.245520], [-2.229645, 0.709535, 0.126067], [-2.072451, -0.984350, -0.237125], [-0.394645, 0.544436, 1.320848], [1.739146, 0.375635, -0.149258], [0.203884, 2.315664, -1.737652], [1.210048, 2.635921, -0.343262], [-0.438478, 2.327168, -0.067252], [0.862550, -0.839138, -2.017650], [1.683307, -1.116791, 2.073831], [1.139634, -2.814651, 1.939776]],
  "forces_ev_per_a": [[1.02, -0.07, -0.60], [-0.46, 0.05, 0.31], [-1.40, 0.46, -0.84], [-0.06, -0.76, 1.27], [0.56, -0.52, 0.54], [0.07, 0.60, 0.10], [-0.11, -0.12, -0.78], [0.08, -0.26, -0.03], [0.05, 0.01, 0.03], [-0.42, -0.33, 0.10], [-0.57, 0.24, 0.31], [0.25, 0.00, 0.20], [0.21, -0.09, -0.47], [-0.06, -0.05, -0.40], [0.76, 0.62, 0.11], [-0.13, 0.15, -0.25], [0.16, 0.08, -0.14], [-0.02, -0.08, 0.23], [0.08, 0.06, 0.30]],
  "mulliken_charge": [-0.2138, -0.3829, 0.1535, -1.1883, -0.5417, 0.2517, -0.0154, -0.3409, 0.3904, 0.3813, 0.3466, 0.5390, 0.5177, 0.3353, 0.3885, 0.3450, 0.3208, 0.3285, 0.3848]
}



{
  "formula": "C4H11N2OPS",
  "method": "ωB97M-V/def2-TZVPD",
  "de_lowest_kcal_mol": 59.42,
  "homo_energy_ev": -7.9,
  "orbital_gap_ha": 0.2998,
  "elements": ["C", "C", "C", "C", "N", "N", "O", "P", "S", "H", "H", "H", "H", "H", "H", "H", "H", "H", "H", "H"],
  "xyz": [[0.658001, 0.535675, 1.410449], [0.692275, 1.030984, 2.864395], [0.923888, -0.616183, -2.778684], [-1.364778, -1.097517, -1.905250], [-0.505616, 0.909865, 0.560718], [-0.108194, -0.379373, -2.059174], [0.895547, 2.381372, 2.960256], [-0.305637, 1.490726, -0.991628], [-2.086504, 1.949948, -1.517872], [1.521511, 0.865267, 0.849090], [0.763497, -0.559171, 1.358293], [-0.419720, 0.777476, 3.269339], [1.440053, 0.599626, 3.493675], [0.782145, 2.901005, 2.081143], [1.686812, 0.128319, -2.628209], [1.159318, -1.349082, -3.474344], [-1.355845, -1.353617, -0.846537], [-2.094212, -0.273834, -1.990109], [-1.703013, -1.910209, -2.681333], [-1.369721, 0.778841, 1.024238]],
  "forces_ev_per_a": [[0.18, -1.12, -0.84], [-3.84, -0.60, -1.03], [-1.35, 2.36, 2.41], [-0.48, -0.42, -1.56], [2.05, 0.01, 1.25], [0.41, -1.23, -1.13], [0.19, 3.32, -1.85], [1.07, 0.37, 0.59], [-1.14, 0.74, -0.59], [0.54, 0.44, 0.06], [-0.13, 0.05, 0.50], [2.35, 0.28, -0.40], [0.33, -0.96, 0.15], [0.04, -1.73, 2.18], [0.49, 0.33, -0.11], [-0.35, -1.82, -1.09], [-0.33, -0.72, -0.16], [-0.09, -0.54, 0.03], [1.26, 1.24, 1.63], [-1.20, -0.03, -0.03]],
  "mulliken_charge": [-0.8568, -0.2019, -0.2506, -0.6466, -0.1121, -0.1400, -0.5267, 0.0055, -0.4534, 0.4700, 0.3091, 0.1685, 0.3147, 0.3261, 0.2409, 0.2938, 0.2753, 0.2037, 0.3034, 0.2772]
}



{
  "formula": "C4H11N2S",
  "method": "ωB97M-V/def2-TZVPD",
  "de_lowest_kcal_mol": 48.09,
  "homo_energy_ev": -2.4,
  "smiles": "NCNCCC[S-]",
  "charge": -1,
  "orbital_gap_ha": 0.2296,
  "elements": ["N", "C", "N", "C", "C", "C", "S", "H", "H", "H", "H", "H", "H", "H", "H", "H", "H", "H"],
  "xyz": [[1.224868, -1.636988, 1.239121], [0.959266, -0.157950, 1.291689], [1.528352, 0.802169, 0.295237], [0.426216, 1.256335, -0.540199], [-0.583154, 0.306355, -1.133505], [-1.840805, -0.058170, -0.301518], [-3.033690, -0.755803, -1.480455], [0.325351, -2.113411, 0.968849], [1.914956, -1.804997, 0.504004], [-0.154497, 0.025080, 1.371164], [1.385503, 0.226566, 2.198226], [2.217577, 0.253715, -0.263307], [-0.323333, 1.921698, -0.020929], [1.028267, 1.923415, -1.293425], [-0.114048, -0.673520, -1.549937], [-0.942679, 0.618063, -2.074411], [-1.673591, -0.910923, 0.530595], [-2.344567, 0.778368, 0.258803]],
  "forces_ev_per_a": [[-1.19, 0.73, -0.86], [-0.49, 0.43, 1.06], [-0.71, -2.28, 0.20], [0.59, 2.53, -1.68], [1.18, -2.93, 0.02], [-0.30, -1.74, 1.12], [-0.57, -0.22, -0.04], [1.40, 0.63, 0.02], [-0.38, -0.20, 0.18], [1.40, -0.35, -0.16], [0.20, -0.29, 0.95], [-0.80, 0.77, 0.20], [1.56, 0.07, 0.27], [-1.68, -1.02, 0.69], [-0.47, 1.11, 1.19], [-0.68, 1.24, -0.92], [0.03, 1.85, -1.67], [0.92, -0.32, -0.57]],
  "mulliken_charge": [-0.6077, -0.4790, -0.3658, -0.6818, -0.5374, -0.5136, -0.6552, 0.3413, 0.2866, 0.1869, 0.2857, 0.3038, 0.2694, 0.3196, 0.1494, 0.4625, 0.0651, 0.1703]
}



{
  "formula": "C4H11N2S",
  "method": "ωB97M-V/def2-TZVPD",
  "de_lowest_kcal_mol": 39.39,
  "homo_energy_ev": -2.3,
  "smiles": "NCCNCC[S-]",
  "charge": -1,
  "orbital_gap_ha": 0.2120,
  "elements": ["N", "C", "C", "N", "C", "C", "S", "H", "H", "H", "H", "H", "H", "H", "H", "H", "H", "H"],
  "xyz": [[1.989578, -0.016086, 1.205860], [2.111664, -0.226747, -0.258917], [0.810409, 0.223555, -0.991014], [-0.276422, -0.631827, -0.705639], [-1.451004, -0.605294, 0.251243], [-2.213034, 0.684955, 0.187140], [-3.857986, 0.434548, 1.121696], [1.067866, 0.350392, 1.410132], [2.636478, 0.696387, 1.512831], [2.414667, -1.244332, -0.486769], [2.928313, 0.437014, -0.582940], [0.581806, 1.245722, -0.675364], [1.068842, 0.175649, -2.062187], [-0.285509, -1.585690, -1.020663], [-2.094476, -1.445614, 0.008627], [-1.056410, -0.783254, 1.268090], [-1.759614, 1.559043, 0.645153], [-2.615165, 0.731574, -0.827285]],
  "forces_ev_per_a": [[-0.05, -0.27, -0.14], [0.03, 1.84, 0.59], [1.14, -1.13, 0.52], [-2.44, -1.58, 0.02], [2.28, 1.34, 0.56], [-2.61, -1.23, 0.53], [0.68, 0.16, -0.03], [-0.13, -0.21, 0.09], [0.06, -0.02, -0.02], [-0.31, -0.27, -0.09], [0.01, -0.23, -0.31], [-0.01, -0.02, -0.23], [-0.31, 0.38, 0.01], [1.02, 0.16, -0.59], [-0.04, 0.07, -0.22], [-0.41, 0.05, -0.04], [0.38, 0.05, -0.54], [0.72, 0.91, -0.09]],
  "mulliken_charge": [-0.5879, -0.4067, -0.7431, -0.1603, -0.5662, -0.6939, -0.7210, 0.2234, 0.2422, 0.2849, 0.2959, 0.3294, 0.2966, 0.1567, 0.3452, 0.2378, 0.2613, 0.2057]
}